[1]
Formula: C20H35N5
Source: the OMol25 dataset
Level of theory: ωB97M-V/def2-TZVPD

Results
Net charge: 0
Calculated total energy: -28757.1074 eV
SMILES: CCCC#N.CCCC#N.CCCC#N.CCCC#N.CCCC#N
HOMO-LUMO gap: 11.5 eV
Relative energy (zero: lowest compared OMol25 entry of this formula, charge and spin): 0.336 eV
Molecular weight: 345.5 g/mol

Each line ends with the Mulliken charge.
Geometry (Å):
1 C 12.219192 -16.364728 -0.180942  -1.157
2 C 11.440337 -17.537456 -0.800826  0.452
3 C 10.932868 -18.492551 0.296564  -0.705
4 C 11.968956 -18.800356 1.286242  0.278
5 N 12.784156 -19.021679 2.065252  -0.484
6 H 11.570371 -15.948919 0.598341  0.411
7 H 12.337252 -15.579998 -0.928645  0.347
8 H 13.159464 -16.670289 0.265928  0.147
9 H 12.116101 -18.100038 -1.446169  -0.371
10 H 10.601974 -17.187967 -1.399020  0.355
11 H 10.570984 -19.442248 -0.097418  0.351
12 H 10.105302 -18.009542 0.821634  0.340
13 C 15.873240 -18.620521 0.020405  -0.285
14 C 16.362346 -20.008001 -0.377241  -0.521
15 C 16.911156 -20.792546 0.811987  -0.466
16 C 17.203999 -22.194864 0.499288  0.110
17 N 17.463442 -23.284785 0.269852  -0.420
18 H 16.676566 -18.079542 0.530487  0.375
19 H 15.045644 -18.655581 0.730340  0.065
20 H 15.579166 -18.083957 -0.882135  -0.214
21 H 17.181424 -19.918881 -1.094634  0.265
22 H 15.572897 -20.588198 -0.852704  0.384
23 H 16.244596 -20.811339 1.680348  0.332
24 H 17.858628 -20.396488 1.193578  0.314
25 C 13.670378 -13.647212 -6.493159  -0.981
26 C 13.872116 -12.777859 -7.730948  -0.527
27 C 13.130645 -11.436841 -7.626854  -0.580
28 C 11.722862 -11.406103 -7.995940  0.261
29 N 10.603574 -11.359626 -8.250544  -0.420
30 H 14.048288 -14.638070 -6.751434  0.301
31 H 12.604473 -13.741553 -6.268986  0.313
32 H 14.146552 -13.281829 -5.582980  0.258
33 H 13.433493 -13.298485 -8.589157  0.356
34 H 14.925646 -12.685206 -7.986702  0.371
35 H 13.620539 -10.637159 -8.190183  0.341
36 H 13.205194 -11.105243 -6.584651  0.258
37 C 11.769466 -17.016959 -4.541826  -1.504
38 C 13.122696 -16.420987 -4.166261  1.555
39 C 14.242059 -17.475860 -4.154441  0.380
40 C 13.956510 -18.648698 -3.338053  0.159
41 N 13.777083 -19.579674 -2.691100  -0.580
42 H 11.417417 -17.693250 -3.759659  0.318
43 H 11.829339 -17.595738 -5.465206  0.387
44 H 10.991252 -16.261058 -4.649661  0.402
45 H 13.039046 -15.947636 -3.184745  -0.367
46 H 13.396091 -15.650886 -4.883733  -0.720
47 H 15.172527 -17.001037 -3.837881  -0.407
48 H 14.411856 -17.764491 -5.193975  0.497
49 C 15.321957 -13.916273 -2.659409  -1.251
50 C 15.681208 -14.744079 -1.428609  0.284
51 C 17.093436 -15.299410 -1.388528  -0.419
52 C 17.507465 -16.018868 -2.595637  0.264
53 N 17.840844 -16.573728 -3.543956  -0.503
54 H 14.383107 -13.383251 -2.496418  0.443
55 H 15.235858 -14.539082 -3.549822  0.094
56 H 16.040960 -13.122726 -2.883701  0.473
57 H 14.952087 -15.562269 -1.380601  -0.455
58 H 15.469310 -14.184300 -0.516292  0.497
59 H 17.149482 -15.994443 -0.547963  0.155
60 H 17.820858 -14.508453 -1.196730  0.439

Forces on the atoms, in the same order (eV/Å):
C -1.336 0.061 -0.206
C 0.961 -0.388 0.359
C -0.119 0.197 -0.022
C 0.058 -0.026 0.081
N -0.067 0.019 -0.124
H 0.316 0.175 0.106
H 0.356 0.011 0.062
H 0.122 0.007 -0.084
H -0.151 -0.006 -0.126
H -0.086 0.018 0.048
H -0.051 0.066 -0.136
H -0.004 -0.118 0.101
C 0.263 -0.169 0.139
C 0.219 -0.069 0.166
C 0.244 -0.463 0.582
C -0.118 0.516 -0.002
N 0.084 -0.534 -0.146
H 0.037 0.098 -0.152
H -0.132 -0.096 -0.175
H -0.094 0.154 0.114
H -0.136 0.019 -0.151
H -0.076 0.104 -0.027
H -0.201 0.174 -0.203
H -0.114 0.293 -0.157
C -0.211 -0.209 -0.470
C -0.920 -0.327 -0.483
C 0.977 0.789 0.559
C -0.240 -0.357 0.089
N 0.139 -0.038 -0.037
H 0.035 -0.060 0.370
H -0.004 -0.059 -0.066
H 0.232 0.108 -0.148
H 0.114 -0.128 0.084
H 0.043 0.437 0.239
H 0.027 -0.191 -0.148
H -0.165 0.088 -0.053
C -0.120 -0.160 0.187
C -0.446 -0.294 0.207
C -0.072 0.815 -0.490
C 0.310 0.008 -0.094
N -0.141 0.000 0.063
H 0.090 -0.081 -0.051
H -0.018 0.077 -0.056
H 0.127 0.113 -0.115
H 0.103 0.040 -0.010
H 0.104 0.022 0.068
H 0.080 -0.261 0.187
H 0.019 -0.376 0.097
C 0.159 0.483 0.051
C -0.992 -0.026 -0.332
C 0.158 -0.099 0.407
C -0.090 0.110 0.067
N -0.100 -0.020 -0.030
H -0.140 -0.256 -0.070
H -0.019 0.010 -0.004
H 0.205 -0.175 0.108
H 0.227 -0.155 -0.025
H 0.357 0.134 0.005
H 0.190 -0.023 -0.056
H 0.009 0.019 -0.096

---

[2]
Formula: C20H36BrN4O2
Source: the OMol25 dataset
Level of theory: ωB97M-V/def2-TZVPD

Results
Net charge: +1
Calculated total energy: -101415.2686 eV
HOMO-LUMO gap: 8.1 eV
Relative energy (zero: lowest compared OMol25 entry of this formula, charge and spin): 0.130 eV
Molecular weight: 444.4 g/mol

Each line ends with the Mulliken charge.
Geometry (Å):
1 C -1.607689 3.395698 -2.146126  -1.159
2 C -2.209393 3.589770 -0.743164  -0.619
3 C -1.200157 3.386345 0.398410  -0.114
4 C -1.871292 3.326253 1.762267  -1.498
5 N -0.292915 2.242185 0.131868  0.175
6 C -0.562375 0.981163 0.054324  -0.357
7 N 0.434658 0.076206 -0.334690  -0.130
8 C 1.319410 -0.511421 0.738668  -0.594
9 C 1.239640 -2.027003 0.788713  -0.184
10 C 1.580614 -2.709984 -0.544051  -0.967
11 C 0.796176 -4.014140 -0.725335  -0.389
12 C -0.694268 -3.777954 -1.040489  -0.112
13 C -1.310193 -4.847399 -1.952242  -0.897
14 C -0.696918 -4.908648 -3.363793  -0.656
15 O -0.284714 -6.204757 -3.735546  -0.431
16 C 1.091948 -6.471502 -3.577071  -0.682
17 N -1.894513 0.580699 0.245135  0.073
18 C -2.135641 -0.648663 1.008900  -0.379
19 C -1.573464 -0.551382 2.396395  0.488
20 O -1.074442 0.421026 2.885171  -0.397
21 Br -1.741494 -2.198893 3.390076  -0.097
22 H -2.102758 4.061068 -2.853907  0.392
23 H -1.778454 2.380888 -2.514677  0.266
24 H -0.536777 3.605841 -2.169922  0.274
25 H -2.612750 4.594942 -0.635848  0.517
26 H -3.007476 2.859246 -0.592621  0.295
27 H -0.533632 4.252429 0.395889  0.391
28 H -1.165172 3.136541 2.567556  0.323
29 H -2.651952 2.564702 1.779607  0.283
30 H -2.369591 4.286284 1.912310  0.480
31 H 0.679894 2.505200 -0.022926  0.496
32 H 1.045539 0.600054 -0.953289  0.376
33 H 2.345150 -0.242735 0.472135  0.608
34 H 1.116605 -0.047980 1.703787  0.227
35 H 1.915190 -2.404068 1.559645  0.538
36 H 0.236253 -2.334715 1.091302  -0.258
37 H 1.341088 -2.057768 -1.387901  0.306
38 H 2.651680 -2.922383 -0.573897  0.393
39 H 0.854476 -4.595342 0.200276  0.371
40 H 1.248926 -4.608947 -1.519341  0.106
41 H -1.253188 -3.815798 -0.097682  0.296
42 H -0.833903 -2.789898 -1.495886  0.152
43 H -1.269694 -5.826562 -1.471792  0.395
44 H -2.371062 -4.598041 -2.056085  0.352
45 H 0.136668 -4.197965 -3.434014  0.405
46 H -1.447865 -4.602959 -4.095578  0.353
47 H 1.704971 -5.625526 -3.907087  0.310
48 H 1.335790 -6.709213 -2.534242  0.266
49 H 1.326134 -7.345032 -4.183710  0.264
50 H -2.305635 0.453581 -0.677013  0.328
51 H -1.788292 -1.568284 0.528450  -0.091
52 H -3.220144 -0.740680 1.120218  0.527
53 N 2.026856 4.099132 1.155665  -0.318
54 C 2.469119 5.355547 1.225702  -0.311
55 C 2.777944 5.984872 2.422868  -0.472
56 C 2.612321 5.285973 3.609668  -0.297
57 C 2.145561 3.980896 3.556927  -0.736
58 C 1.879460 3.449724 2.309309  0.197
59 H 2.584614 5.873775 0.281238  0.400
60 H 3.138998 7.003432 2.421684  0.390
61 H 2.840735 5.751606 4.558972  0.396
62 H 1.992878 3.395267 4.452203  0.423
63 H 1.528518 2.425297 2.214590  0.310

Forces on the atoms, in the same order (eV/Å):
C -0.315 0.138 0.100
C 0.381 -0.633 -0.025
C -0.282 0.573 -0.133
C -0.313 -0.120 -0.191
N 0.027 -0.186 -0.165
C 0.015 -0.194 0.027
N 0.050 0.791 0.362
C 0.356 -0.433 -0.107
C -0.305 -0.131 -0.228
C -0.036 -0.251 0.122
C -0.205 0.219 0.047
C 0.158 -0.466 0.159
C -0.238 0.448 -0.013
C -0.130 -0.040 0.253
O 0.097 0.065 -0.283
C -0.107 -0.130 0.190
N 0.169 -0.193 0.193
C -0.100 0.020 -0.252
C 0.399 0.683 0.819
O -0.297 -0.858 -0.639
Br -0.055 0.156 -0.140
H 0.117 -0.051 -0.025
H 0.175 0.009 0.027
H -0.036 0.067 -0.072
H -0.093 -0.048 0.081
H -0.214 0.300 -0.020
H 0.179 -0.240 -0.035
H -0.002 0.086 0.004
H 0.150 -0.016 0.052
H 0.161 -0.004 0.118
H 0.057 0.238 0.123
H 0.031 -0.180 -0.120
H -0.096 0.125 0.006
H -0.123 -0.019 -0.006
H -0.047 0.145 0.094
H -0.035 0.051 0.065
H 0.071 0.062 0.017
H 0.009 0.105 -0.072
H 0.158 -0.138 -0.130
H 0.054 0.026 0.038
H -0.063 0.298 -0.083
H 0.005 0.007 0.029
H 0.150 -0.037 -0.107
H 0.005 -0.199 0.065
H 0.056 -0.056 -0.094
H 0.054 -0.014 -0.005
H 0.000 -0.036 -0.028
H 0.053 0.064 -0.002
H -0.004 0.054 -0.005
H -0.100 0.225 -0.003
H 0.150 0.041 0.020
H 0.061 -0.075 0.007
N -0.150 -0.046 -0.012
C 0.043 0.031 -0.056
C -0.018 -0.055 0.016
C -0.020 0.035 -0.015
C 0.076 0.203 -0.069
C -0.092 -0.427 -0.067
H 0.011 0.029 0.016
H 0.002 0.005 -0.015
H 0.006 0.010 -0.001
H 0.014 -0.025 -0.015
H -0.023 -0.012 0.183